(1)
This record from OMol25 describes a 2-piece molecular cluster, C6H8Se overall in a non-equilibrium geometry. The level of theory is ωB97M-V/def2-TZVPD.

Values from the calculation:
ΔE to the lowest compared entry with this formula, charge and spin: 69.4 kcal/mol
Total charge: 0
LUMO (spin up / spin down): 0.237 / 0.154 eV
DFT total energy: -2634.65801 Eh
Highest occupied orbital energy (spin up / spin down): -8.27 / -7.62 eV
F_max: 0.0421 Eh/bohr

Cartesian coordinates (Å):
C 1.638 1.690 0.252
C 0.218 1.473 -0.007
C 2.252 0.513 0.448
C 0.020 0.161 0.018
C 1.253 -0.600 0.315
C -2.313 -1.088 0.032
Se -3.495 0.319 0.140
H 2.094 2.663 0.288
H -0.492 2.258 -0.184
H 3.291 0.342 0.661
H 1.520 -1.290 -0.489
H 1.162 -1.186 1.232
H -2.165 -1.643 0.940
H -2.199 -1.596 -0.907
H -3.347 0.752 -1.235


(2)
This record from OMol25 describes one molecule with the formula C4H6N2O. The level of theory is ωB97M-V/def2-TZVPD.

Values from the calculation:
ΔE to the lowest compared entry with this formula, charge and spin: 45.2 kcal/mol
SMILES string: [H]/N=C(\O)N=C=CC
Total charge: 0
LUMO: 0.652 eV
DFT total energy: -340.72289 Eh
Highest occupied orbital energy: -9.21 eV
F_max: 0.0101 Eh/bohr

Cartesian coordinates (Å):
H 2.369 -2.235 0.076
N 1.727 -1.452 -0.026
C 0.631 -1.850 -0.506
O 0.343 -3.126 -0.830
N -0.463 -0.986 -0.809
C -0.362 0.210 -0.513
C -0.301 1.485 -0.250
C -0.799 2.120 1.022
H -0.549 -3.137 -1.209
H 0.188 2.103 -1.000
H 0.036 2.428 1.660
H -1.427 1.430 1.591
H -1.393 3.011 0.793


(3)
This record from OMol25 describes a 9-piece molecular cluster, C38H100N10O15 overall in a non-equilibrium geometry. The level of theory is ωB97M-V/def2-TZVPD.

Values from the calculation:
ΔE to the lowest compared entry with this formula, charge and spin: 4.0 kcal/mol
SMILES string: COCCNCCOC.COCCNCCOC.COCCNCCOC.COCCNCCOC.COCCNCCOC.COCCNCCOC.NC(N)=O.NC(N)=O.O
Total charge: 0
LUMO: 0.446 eV
DFT total energy: -3183.70636 Eh
Highest occupied orbital energy: -8.39 eV
F_max: 0.0743 Eh/bohr

Cartesian coordinates (Å):
C 1.406 -1.294 1.789
O 2.778 -1.481 1.634
C 3.086 -2.821 1.911
C 4.559 -3.056 1.639
N 5.422 -2.163 2.440
C 6.805 -1.999 1.951
C 7.531 -3.316 2.226
O 8.894 -3.183 1.814
C 9.538 -4.413 1.840
H 0.755 -1.993 1.216
H 1.176 -0.258 1.559
H 1.144 -1.480 2.868
H 2.487 -3.593 1.338
H 2.861 -2.998 3.006
H 4.781 -2.970 0.594
H 4.704 -4.102 1.925
H 5.050 -1.260 2.621
H 7.322 -1.192 2.510
H 6.716 -1.755 0.910
H 7.000 -4.095 1.574
H 7.397 -3.505 3.299
H 9.785 -4.842 2.833
H 10.493 -4.162 1.358
H 9.067 -5.143 1.188
C -5.088 3.005 -0.943
O -5.947 2.388 -0.062
C -6.558 3.192 0.879
C -7.613 2.429 1.610
N -8.239 1.431 0.759
C -9.178 0.711 1.531
C -9.745 -0.473 0.821
O -8.652 -1.292 0.404
C -8.431 -2.425 1.167
H -5.574 3.918 -1.340
H -4.946 2.300 -1.778
H -4.129 3.279 -0.516
H -7.107 4.070 0.459
H -5.816 3.621 1.496
H -8.286 3.141 2.032
H -7.142 1.923 2.448
H -7.565 0.774 0.389
H -10.126 1.305 1.763
H -8.780 0.393 2.506
H -10.431 -0.187 0.023
H -10.398 -1.029 1.503
H -8.044 -2.073 2.187
H -7.635 -3.015 0.688
H -9.343 -3.067 1.233
C 6.105 0.672 -0.705
O 5.049 1.227 -1.443
C 3.822 1.136 -0.747
C 3.075 -0.117 -1.123
N 2.511 0.070 -2.424
C 1.753 -1.035 -2.980
C 1.337 -0.607 -4.362
O 2.507 -0.468 -5.185
C 2.271 -0.141 -6.548
H 7.044 0.636 -1.253
H 5.831 -0.343 -0.530
H 6.254 1.138 0.279
H 3.170 1.968 -0.983
H 4.096 1.132 0.315
H 2.211 -0.221 -0.436
H 3.725 -0.997 -1.018
H 3.147 0.411 -3.133
H 0.844 -1.092 -2.373
H 2.295 -2.012 -2.963
H 0.851 0.384 -4.282
H 0.653 -1.396 -4.781
H 3.223 0.352 -6.997
H 1.460 0.618 -6.736
H 1.994 -0.968 -7.171
C -0.741 -10.029 1.639
O 0.094 -9.186 0.891
C 1.216 -8.727 1.593
C 1.909 -7.692 0.678
N 1.051 -6.636 0.147
C 0.239 -5.899 1.048
C -0.576 -4.852 0.333
O -1.241 -4.049 1.250
C -2.036 -3.076 0.636
H -0.884 -9.517 2.602
H -0.354 -11.017 1.918
H -1.654 -10.179 1.043
H 1.908 -9.499 1.670
H 1.059 -8.277 2.580
H 2.394 -8.200 -0.158
H 2.676 -7.229 1.264
H 0.582 -6.876 -0.683
H 0.828 -5.342 1.756
H -0.552 -6.490 1.498
H -1.383 -5.301 -0.216
H 0.083 -4.293 -0.369
H -1.388 -2.444 -0.006
H -2.436 -2.485 1.444
H -2.908 -3.436 -0.009
C 3.606 5.826 -1.739
O 3.556 6.398 -3.061
C 4.421 5.855 -3.968
C 3.933 4.517 -4.401
N 2.483 4.661 -4.876
C 1.640 3.458 -4.861
C 0.234 3.701 -5.456
O -0.444 4.806 -4.898
C -0.690 4.595 -3.496
H 3.306 4.762 -1.663
H 2.860 6.319 -1.147
H 4.638 5.958 -1.291
H 5.504 5.829 -3.585
H 4.434 6.512 -4.878
H 4.084 3.767 -3.634
H 4.433 4.185 -5.304
H 2.049 5.364 -4.311
H 1.444 3.054 -3.882
H 2.272 2.770 -5.433
H -0.467 2.873 -5.300
H 0.383 3.892 -6.504
H -1.378 5.373 -3.249
H 0.202 4.622 -2.885
H -1.051 3.585 -3.362
C -4.926 -2.239 3.580
O -4.104 -1.195 3.220
C -4.681 -0.168 2.556
C -3.602 0.930 2.257
N -3.000 1.295 3.526
C -1.725 2.008 3.486
C -1.832 3.527 3.397
O -2.403 3.965 2.146
C -2.345 5.366 1.946
H -5.827 -1.971 4.156
H -4.289 -2.999 4.083
H -5.226 -2.818 2.726
H -5.570 0.343 3.078
H -4.994 -0.578 1.598
H -4.229 1.728 1.832
H -2.906 0.629 1.476
H -2.960 0.441 4.075
H -1.090 1.799 2.580
H -1.075 1.880 4.369
H -0.784 3.969 3.464
H -2.487 3.900 4.267
H -1.320 5.674 1.698
H -2.637 5.864 2.908
H -2.975 5.707 1.107
N 2.051 4.546 1.763
C 2.217 3.397 2.508
N 3.096 3.588 3.591
O 1.584 2.364 2.433
H 1.642 4.311 0.866
H 2.792 5.241 1.757
H 3.152 4.506 4.013
H 2.958 2.901 4.332
N -1.639 2.665 -0.526
C -0.310 2.577 -0.781
N -0.029 1.695 -1.871
O 0.567 3.313 -0.395
H -2.249 1.816 -0.692
H -1.924 3.112 0.396
H 0.944 1.472 -1.954
H -0.823 1.083 -2.110
O -2.658 1.294 -3.062
H -2.599 2.229 -2.900
H -2.334 1.294 -3.989


(4)
This record from OMol25 describes C21H49IInO11P2 as an isolated structure in a non-equilibrium geometry. The level of theory is ωB97M-V/def2-TZVPD.

Values from the calculation:
Total charge: -1
LUMO: -1.454 eV
DFT total energy: -2827.43030 Eh
Highest occupied orbital energy: -4.69 eV
F_max: 0.1944 Eh/bohr

Cartesian coordinates (Å):
C 7.245 -0.622 0.609
C 6.224 -1.532 1.462
In 4.031 -1.168 0.893
I 2.846 -0.015 3.207
C 4.000 0.341 -0.793
C 2.470 0.812 -1.006
C 2.296 2.352 -1.427
C 1.325 3.049 -0.348
C -0.134 2.382 -0.237
C -0.726 2.349 1.285
C -1.567 0.979 1.543
O -1.410 0.464 2.883
C -0.799 -0.854 2.891
C 3.080 -3.179 0.334
C 1.621 -3.362 0.994
C 0.405 -3.429 -0.045
C 0.409 -2.288 -1.166
O 1.285 -2.555 -2.298
C 0.849 -1.860 -3.462
O 0.277 -2.466 -4.409
H 8.308 -0.670 1.062
H 6.892 0.465 0.672
H 7.362 -0.960 -0.481
H 6.485 -2.640 1.369
H 6.395 -1.248 2.571
H 4.407 -0.194 -1.727
H 4.647 1.221 -0.455
H 2.016 0.137 -1.824
H 1.898 0.533 -0.041
H 3.294 2.897 -1.542
H 1.739 2.402 -2.438
H 1.173 4.159 -0.609
H 1.885 3.006 0.664
H -0.852 3.092 -0.805
H -0.208 1.366 -0.749
H -1.439 3.237 1.433
H 0.130 2.492 2.027
H -2.673 1.277 1.428
H -1.346 0.225 0.713
H -0.056 -0.884 2.023
H -0.166 -0.926 3.849
H -1.564 -1.707 2.866
H 3.139 -3.403 -0.782
H 3.763 -3.960 0.849
H 1.505 -2.572 1.812
H 1.626 -4.380 1.547
H 0.261 -4.477 -0.511
H -0.559 -3.257 0.574
H 0.566 -1.255 -0.681
H -0.669 -2.254 -1.591
H 1.034 -0.733 -3.602
C -3.958 5.415 4.552
O -3.808 6.356 3.497
P -2.230 6.601 2.863
O -1.869 5.124 2.909
O -1.771 7.350 4.261
C -2.560 8.434 4.741
O -0.700 6.976 2.168
C -0.562 8.310 1.688
H -4.894 5.637 5.069
H -4.019 4.405 4.144
H -3.139 5.480 5.271
H -3.138 8.103 5.608
H -3.242 8.813 3.977
H -1.897 9.243 5.054
H -0.607 9.022 2.516
H -1.350 8.533 0.964
H 0.407 8.404 1.195
C -5.257 -7.510 -4.494
O -4.333 -6.636 -5.126
P -2.706 -6.652 -4.570
O -2.665 -8.166 -4.414
O -3.162 -5.940 -3.153
C -3.920 -4.735 -3.210
O -1.057 -6.530 -4.102
C -0.468 -5.241 -4.287
H -6.262 -7.132 -4.689
H -5.173 -8.511 -4.920
H -5.102 -7.547 -3.414
H -4.958 -4.949 -2.943
H -3.889 -4.280 -4.202
H -3.513 -4.026 -2.485
H -0.939 -4.507 -3.630
H -0.573 -4.928 -5.328
H 0.593 -5.303 -4.042